Entry from OMol25: C6H7BeO5 as an isolated structure (ωB97M-V/def2-TZVPD).

```
! wB97M-V def2-TZVPD RIJCOSX def2/J DEFGRID3
* xyz 1 1
O 2.48 -0.11 1.16
Be 2.28 1.12 -0.10
O 3.61 0.88 -1.03
C 4.58 0.39 -1.36
C 1.56 -1.15 1.12
C 1.39 -1.75 -0.28
H 1.88 -1.97 1.79
H 0.56 -0.83 1.50
H 2.32 -2.27 -0.56
H 0.60 -2.52 -0.27
C 1.10 -0.75 -1.35
C 0.39 0.36 -1.15
O 0.18 1.27 -2.20
C 0.92 2.35 -2.19
O 1.79 2.58 -1.35
O 0.64 3.13 -3.18
H 1.51 -0.91 -2.35
H -0.13 0.64 -0.23
H 1.41 3.65 -3.46
*
```

Values from the calculation:
- HOMO energy: -0.493 Ha
- Calculated total energy: -623.5440 Ha

***

Entry from OMol25: C53H67I2InN4O11S3Si as an isolated structure (ωB97M-V/def2-TZVPD).

```
! wB97M-V def2-TZVPD RIJCOSX def2/J DEFGRID3
* xyz -2 1
In 0.15 -0.17 -0.52
C -4.61 2.61 -4.77
C -3.48 1.60 -4.91
N -3.35 0.71 -3.77
C -4.28 -0.39 -3.69
C -3.88 -1.60 -4.52
C -2.29 0.82 -2.93
S -1.96 -0.57 -1.96
N -1.60 1.94 -3.02
C -0.80 2.45 -2.08
O -0.75 2.11 -0.89
C -0.03 3.65 -2.54
C 1.08 4.05 -1.80
C 1.82 5.14 -2.20
C 1.45 5.87 -3.32
C 0.33 5.49 -4.05
C -0.41 4.39 -3.66
H -4.59 3.32 -5.59
H -4.50 3.16 -3.84
H -5.59 2.13 -4.77
H -2.53 2.12 -5.02
H -3.65 0.99 -5.81
H -5.26 -0.02 -4.02
H -4.36 -0.69 -2.64
H -3.84 -1.35 -5.58
H -4.59 -2.41 -4.38
H -2.89 -1.94 -4.20
H 1.35 3.47 -0.93
H 2.70 5.43 -1.64
H 2.04 6.72 -3.64
H 0.04 6.05 -4.93
H -1.28 4.09 -4.21
O -3.74 -5.59 1.50
C -3.40 -4.95 2.49
O -3.86 -4.91 3.63
C -2.16 -3.99 2.26
C -1.93 -2.92 3.11
C -0.96 -1.99 2.79
N -0.19 -2.10 1.72
C -0.34 -3.18 0.96
C -1.32 -4.14 1.17
C 0.59 -3.31 -0.18
O 1.36 -4.30 -0.21
O 0.58 -2.45 -1.08
H -2.54 -2.82 4.00
H -0.80 -1.13 3.42
H -1.44 -4.97 0.48
C 1.78 3.06 2.52
S 0.54 1.77 1.97
O 1.37 1.17 0.87
C 0.94 0.70 3.37
C 0.36 0.88 4.62
C 0.67 0.00 5.64
C 1.55 -1.05 5.43
C 2.12 -1.23 4.18
C 1.82 -0.35 3.16
H 2.76 2.60 2.63
H 1.44 3.49 3.45
H 1.81 3.81 1.74
H -0.35 1.67 4.77
H 0.21 0.12 6.61
H 1.76 -1.75 6.22
H 2.76 -2.08 4.00
H 2.23 -0.49 2.17
I 2.13 -4.65 1.76
I 3.63 -5.28 4.18
C -4.31 5.76 -1.83
C -4.75 5.33 -0.46
C -5.33 6.27 0.38
C -5.65 5.96 1.69
C -5.38 4.69 2.17
C -4.83 3.72 1.34
N -4.54 2.48 1.92
C -4.60 1.25 1.30
C -5.78 0.82 0.67
C -5.87 -0.45 0.15
C -4.80 -1.33 0.22
C -3.62 -0.91 0.81
C -3.50 0.37 1.35
C -2.19 0.84 1.90
O -2.15 1.68 2.82
O -1.14 0.36 1.38
C -4.51 4.03 0.00
C -3.85 3.01 -0.87
H -4.48 6.82 -1.97
H -4.86 5.22 -2.60
H -3.25 5.57 -1.97
H -5.53 7.27 0.00
H -6.10 6.70 2.33
H -5.59 4.44 3.20
H -3.74 2.51 2.57
H -6.62 1.50 0.63
H -6.80 -0.78 -0.30
H -4.87 -2.33 -0.19
H -2.77 -1.57 0.84
H -4.55 2.23 -1.18
H -3.04 2.52 -0.33
H -3.42 3.46 -1.76
C 4.48 3.43 -4.14
C 4.96 2.26 -3.26
C 4.66 2.57 -1.80
C 6.46 2.02 -3.44
O 4.30 1.11 -3.73
Si 3.58 -0.13 -2.95
S 1.70 0.65 -2.35
O 3.20 -1.23 -4.07
C 3.77 -1.73 -5.26
C 4.91 -2.71 -4.93
C 4.32 -0.60 -6.14
C 2.64 -2.46 -6.00
O 4.74 -0.60 -1.91
C 4.86 -1.52 -0.84
C 6.27 -2.11 -0.92
C 3.82 -2.62 -0.96
C 4.67 -0.75 0.47
H 4.99 4.35 -3.88
H 3.41 3.56 -3.98
H 4.65 3.20 -5.19
H 5.12 3.52 -1.51
H 5.05 1.78 -1.17
H 3.59 2.63 -1.65
H 7.05 2.85 -3.07
H 6.69 1.86 -4.49
H 6.72 1.12 -2.89
H 5.67 -2.19 -4.36
H 5.34 -3.10 -5.85
H 4.53 -3.54 -4.34
H 5.16 -0.13 -5.64
H 3.55 0.15 -6.28
H 4.63 -1.00 -7.10
H 2.22 -3.23 -5.36
H 3.02 -2.91 -6.92
H 1.86 -1.75 -6.24
H 6.37 -2.70 -1.83
H 6.45 -2.75 -0.06
H 7.01 -1.32 -0.95
H 3.90 -3.11 -1.93
H 2.83 -2.19 -0.89
H 3.96 -3.36 -0.18
H 5.46 -0.01 0.59
H 4.70 -1.43 1.32
H 3.71 -0.24 0.45
*
```

Values from the calculation:
- HOMO energy: -0.133 Ha
- Calculated total energy: -5376.5161 Ha